1.
C8H24ClNiO8 as an isolated structure at a distorted geometry. Source: the OMol25 dataset; level of theory: ωB97M-V/def2-TZVPD.

ORCA input file:
```
! wB97M-V def2-TZVPD RIJCOSX def2/J DEFGRID3
* xyz 1 3
Ni 0.961 0.234 2.710
Cl 0.162 -0.440 -0.686
O 0.838 0.251 0.412
O -1.191 -0.039 -0.908
O 0.863 -0.111 -1.914
O 0.275 -1.815 -0.439
C 3.368 3.198 0.723
C 2.266 2.923 1.752
O 2.519 1.615 2.346
H 3.260 4.128 0.166
H 3.469 2.433 -0.045
H 4.318 3.267 1.260
H 1.333 2.820 1.191
H 2.035 3.693 2.486
H 3.300 1.792 2.890
C 0.298 -3.496 2.458
C -0.357 -2.518 3.427
O -0.504 -1.215 2.807
H 0.188 -4.480 2.930
H 1.375 -3.436 2.325
H -0.349 -3.569 1.584
H 0.305 -2.445 4.291
H -1.355 -2.824 3.731
H -1.311 -1.268 2.272
C -0.094 2.979 -3.009
C 0.292 4.430 -2.907
O 0.335 4.976 -4.218
H -1.129 2.711 -3.224
H 0.064 2.546 -2.014
H 0.565 2.445 -3.691
H 1.282 4.401 -2.434
H -0.344 5.006 -2.229
H 0.574 5.906 -4.155
C -3.403 -3.701 -1.943
C -3.074 -4.166 -0.532
O -2.623 -3.008 0.178
H -3.939 -4.532 -2.420
H -2.509 -3.574 -2.555
H -4.073 -2.848 -2.010
H -2.290 -4.925 -0.446
H -3.948 -4.559 -0.012
H -1.749 -2.784 -0.149
*
```

Calculated values
M, g/mol: 342.42
HOMO-LUMO gap (alpha / beta), eV: 5.95 / 3.83
Largest force on an atom, hartree/bohr: 0.118
E_HOMO (alpha / beta), Eh: -0.4377 / -0.4377

2.
C18H11N7O12RhS3Sb as an isolated structure at a distorted geometry. Source: the OMol25 dataset; level of theory: ωB97M-V/def2-TZVPD.

ORCA input file:
```
! wB97M-V def2-TZVPD RIJCOSX def2/J DEFGRID3
* xyz -1 6
Rh 2.484 0.288 0.306
S 5.732 -1.795 2.709
Sb 5.529 0.358 1.872
S 4.668 -0.080 -0.390
S 3.263 0.924 2.595
O 2.888 4.143 -1.137
C 2.440 3.018 -1.085
O 2.709 2.170 -0.158
C 1.467 2.530 -2.144
C 1.522 1.203 -2.535
C 0.562 0.712 -3.431
C -0.392 1.558 -3.976
C -0.404 2.893 -3.606
C 0.514 3.390 -2.670
N -1.388 3.763 -4.173
O -1.427 4.918 -3.778
O -2.139 3.300 -5.019
N 0.534 -0.677 -3.722
O 1.241 -1.414 -3.036
O -0.222 -1.075 -4.601
H 2.322 0.543 -2.201
H -1.125 1.182 -4.674
H 0.485 4.429 -2.385
O 2.031 -3.701 1.384
C 1.691 -2.539 1.420
O 2.317 -1.581 0.836
C 0.408 -2.176 2.162
C -0.563 -3.161 2.287
C -1.778 -2.856 2.910
C -2.030 -1.579 3.389
C -1.051 -0.608 3.256
C 0.183 -0.906 2.668
N -1.312 0.730 3.675
O -2.327 0.947 4.320
O -0.516 1.596 3.331
N -2.783 -3.868 3.037
O -2.562 -4.958 2.528
O -3.809 -3.587 3.641
H -0.385 -4.154 1.904
H -2.979 -1.341 3.844
H 0.936 -0.131 2.633
N -2.394 -2.006 -0.696
C -1.773 -0.858 -0.390
C -0.362 -0.763 -0.391
N 0.242 0.349 -0.010
C -0.508 1.400 0.341
C -1.890 1.304 0.303
N -2.517 0.196 -0.046
H -1.867 -2.836 -0.901
H -3.399 -2.033 -0.717
H 0.251 -1.595 -0.712
H 0.001 2.296 0.661
H -2.519 2.138 0.577
*
```

Calculated values
M, g/mol: 838.19
HOMO-LUMO gap (alpha / beta), eV: 2.77 / 5.13
Largest force on an atom, hartree/bohr: 0.058
E_HOMO (alpha / beta), Eh: -0.0925 / -0.2428
ΔE to the lowest compared entry with this formula, charge and spin, eV: 2.518

3.
C26H24BrGeN3O3RuSe3Te as an isolated structure at a distorted geometry. Source: the OMol25 dataset; level of theory: ωB97M-V/def2-TZVPD.

ORCA input file:
```
! wB97M-V def2-TZVPD RIJCOSX def2/J DEFGRID3
* xyz 1 2
Ru 0.723 0.293 0.076
Se 0.484 1.457 2.018
Se -1.362 1.178 6.453
Te 0.400 2.211 5.286
Se 1.447 0.351 3.818
C 2.161 -4.302 -2.308
C 1.477 -3.002 -1.991
O 1.972 -2.153 -1.266
N 0.262 -2.792 -2.565
C -0.473 -1.569 -2.329
C 0.199 -0.356 -2.931
C 0.084 -0.074 -4.281
C 0.754 1.014 -4.817
C 1.543 1.789 -3.983
C 1.604 1.459 -2.643
N 0.934 0.421 -2.125
H 2.429 -4.790 -1.372
H 3.084 -4.080 -2.842
H 1.553 -4.977 -2.907
H -0.148 -3.508 -3.138
H -0.624 -1.416 -1.251
H -1.459 -1.690 -2.778
H -0.529 -0.710 -4.905
H 0.664 1.249 -5.868
H 2.101 2.636 -4.353
H 2.211 2.033 -1.954
Ge -1.571 1.322 -0.283
C -1.265 3.237 -0.044
C -1.595 3.900 1.140
C -1.338 5.255 1.290
C -0.737 5.968 0.263
C -0.408 5.326 -0.923
C -0.673 3.972 -1.072
C -3.084 0.719 0.773
C -4.264 0.413 0.096
C -5.429 0.113 0.789
C -5.430 0.113 2.175
C -4.257 0.391 2.864
C -3.095 0.681 2.167
H -1.959 1.162 -1.772
H -2.090 3.365 1.945
H -1.615 5.759 2.208
H -0.536 7.024 0.381
H 0.050 5.881 -1.731
H -0.437 3.491 -2.017
H -4.284 0.417 -0.988
H -6.335 -0.118 0.245
H -6.337 -0.112 2.718
H -4.247 0.377 3.947
H -2.188 0.864 2.736
Br 6.482 -4.164 2.496
C 4.629 -3.840 2.469
C 3.757 -4.772 3.026
N 2.438 -4.616 3.040
C 1.941 -3.517 2.488
C 2.737 -2.538 1.906
C 4.118 -2.695 1.895
C 2.145 -1.351 1.281
O 0.839 -1.318 1.105
O 2.783 -0.355 0.909
H 4.148 -5.678 3.475
H 0.864 -3.401 2.511
H 4.753 -1.945 1.446
*
```

Calculated values
M, g/mol: 1044.56
HOMO-LUMO gap (alpha / beta), eV: 5.60 / 5.93
Largest force on an atom, hartree/bohr: 0.028
E_HOMO (alpha / beta), Eh: -0.3996 / -0.4097
ΔE to the lowest compared entry with this formula, charge and spin, eV: 3.374

4.
A 2-piece molecular cluster, C3H7O2S overall at a distorted geometry. Source: the OMol25 dataset; level of theory: ωB97M-V/def2-TZVPD.

ORCA input file:
```
! wB97M-V def2-TZVPD RIJCOSX def2/J DEFGRID3
* xyz -1 1
C -2.733 -0.610 -0.460
C -1.331 -0.115 -0.817
S -0.318 -1.273 -1.797
H -3.410 -0.826 -1.285
H -2.692 -1.536 0.114
H -3.177 0.148 0.185
H -0.792 -0.032 0.128
H -1.356 0.879 -1.247
H -0.394 -0.526 -2.890
O 0.910 0.960 0.991
C 1.901 0.911 1.772
O 2.320 1.711 2.617
H 2.462 -0.061 1.646
*
```

Calculated values
M, g/mol: 107.15
HOMO-LUMO gap, eV: 7.11
Largest force on an atom, hartree/bohr: 0.024
E_HOMO, Eh: -0.1434
ΔE to the lowest compared entry with this formula, charge and spin, eV: 0.720

5.
One molecule with the formula C4H9O2P at a distorted geometry. Source: the OMol25 dataset; level of theory: ωB97M-V/def2-TZVPD.

ORCA input file:
```
! wB97M-V def2-TZVPD RIJCOSX def2/J DEFGRID3
* xyz 0 1
C -0.099 -0.543 1.578
C -1.272 -0.855 0.608
C 0.506 0.966 -1.479
C 0.973 1.010 -0.082
O -0.562 -2.138 -1.622
O 1.056 -0.213 0.739
P -0.861 -2.457 -0.248
H -0.291 0.370 2.241
H 0.144 -1.328 2.234
H -2.136 -0.759 1.228
H -1.197 -0.040 -0.068
H 1.015 0.292 -2.081
H -0.543 0.753 -1.708
H 0.861 2.004 -1.860
H 0.389 1.628 0.587
H 2.016 1.309 -0.068
*
```

Calculated values
M, g/mol: 120.09
HOMO-LUMO gap, eV: 8.86
Largest force on an atom, hartree/bohr: 0.068
E_HOMO, Eh: -0.3392
SMILES: CCOCCP=O
ΔE to the lowest compared entry with this formula, charge and spin, eV: 3.037

6.
An isolated ion of composition C7H8NS2 and charge +1 at a distorted geometry. Source: the OMol25 dataset; level of theory: ωB97M-V/def2-TZVPD.

ORCA input file:
```
! wB97M-V def2-TZVPD RIJCOSX def2/J DEFGRID3
* xyz 1 1
C 2.108 0.492 -0.353
C 2.031 0.137 -1.656
C 0.945 0.598 0.450
C 0.772 -0.170 -2.243
C -0.251 0.115 -0.024
C -0.327 -0.264 -1.407
C -1.458 0.258 0.745
N -1.614 0.731 1.938
S -1.800 -0.832 -2.084
S -2.576 -2.098 -0.563
H 3.070 0.808 0.128
H 2.889 0.091 -2.426
H 1.103 0.899 1.553
H 0.618 -0.517 -3.297
H -2.292 0.099 0.166
H -2.062 -3.192 -1.296
H -2.436 0.909 2.337
H -0.832 1.199 2.408
*
```

Calculated values
M, g/mol: 170.28
HOMO-LUMO gap, eV: 7.27
Largest force on an atom, hartree/bohr: 0.102
E_HOMO, Eh: -0.4631
SMILES: [NH2+]=Cc1ccccc1SS
ΔE to the lowest compared entry with this formula, charge and spin, eV: 0.423